Entry 1:
A cluster of 2 separate species, C13H27N2S in total, computed with ωB97M-V/def2-TZVPD.

The max |F| comes out at 3.6 eV Å⁻¹. The calculation puts the HOMO-LUMO gap at 6.89 eV. The energy above the lowest of the compared OMol25 structures with the same formula, charge and spin comes out at 450.6 kJ/mol. As for the charge: +1. Its molar mass is 243.44 g mol⁻¹.

The geometry in XYZ format:
```
43
Properties=species:S:1:pos:R:3:mulliken_charge:R:1
S -1.0991 -0.6199 -2.0115 -0.08
N -1.6921 -1.1787 -0.4736 0.08
N 4.4907 3.6356 2.3419 0.01
C 4.8525 1.4423 2.3606 -0.45
C 1.2119 -0.5621 1.1220 -0.89
C -0.9917 -2.3700 0.1192 -0.44
C 4.7427 2.5616 3.1553 -0.48
C -4.0732 -0.4569 -1.4202 -0.50
C -3.9937 1.0191 -0.7013 -0.24
C 0.4930 -2.7114 -0.4688 -0.89
C 4.4473 3.2162 1.0376 -0.66
C -5.4049 1.8011 -1.0525 -1.00
C 2.3296 -0.8529 -1.3827 -0.95
C -3.1524 -1.6179 -0.7137 -1.03
C 4.6660 1.8569 1.0202 -0.27
C 1.6682 -1.6155 -0.0485 0.46
H 2.1028 0.2263 1.2231 0.20
H -5.2050 -0.8171 -1.2982 0.39
H 1.1791 -1.1314 2.1520 0.30
H 0.5128 -2.9765 -1.6329 0.28
H 5.0472 0.4362 2.7086 0.39
H -1.7998 -1.3561 -2.9832 0.20
H -5.2422 2.9458 -1.2335 0.31
H 1.9736 0.2767 -1.3299 0.22
H 0.2566 0.0690 0.8833 0.09
H -0.9965 -2.2561 1.3077 0.26
H 3.4964 -0.9668 -1.4366 0.24
H -3.1434 -2.5366 -1.4759 0.46
H 2.5826 -2.2332 0.4084 0.35
H 4.3584 4.5885 2.6549 0.20
H 4.2638 3.9190 0.2358 0.39
H -3.0852 1.6736 -1.1021 0.22
H 0.8282 -3.7289 0.0604 0.34
H -3.9168 -0.3771 -2.6011 0.29
H -6.2470 1.5586 -0.2643 0.27
H -1.7684 -0.3857 0.2223 0.47
H -5.7703 1.3503 -2.0909 0.28
H -3.8990 0.8087 0.4697 0.26
H 1.7893 -1.3029 -2.3471 0.26
H -1.6660 -3.3337 -0.0855 0.38
H 4.6893 1.2313 0.1373 0.49
H -3.6558 -1.9145 0.3067 0.38
H 4.8206 2.6851 4.2271 0.39
```

---

Entry 2:
A structure of composition C13H27N4O3PPdS2, computed with ωB97M-V/def2-TZVPD.

The max |F| comes out at 0.8 eV Å⁻¹. The calculation puts the HOMO-LUMO gap at 7.26 eV. The energy above the lowest of the compared OMol25 structures with the same formula, charge and spin comes out at 14.1 kJ/mol. Its molar mass is 488.91 g mol⁻¹.

The geometry in XYZ format:
```
51
Properties=species:S:1:pos:R:3:mulliken_charge:R:1
Pd 0.3297 -0.0971 -0.7213 -0.16
S 1.8501 -0.6611 -2.7490 -0.23
S 0.3829 2.8271 -0.6461 -0.07
P -1.8070 -0.4530 -0.7520 1.06
O -2.6609 0.7195 -0.0061 -0.19
O -2.5149 -1.8221 -0.2035 -0.45
O -2.5528 -0.5650 -2.1851 -0.44
N 1.8434 -2.2542 -0.5534 -0.27
N 2.4699 0.5703 0.3520 -0.02
N 0.2252 1.2216 1.9775 0.17
N 0.1693 -2.6711 -2.2000 0.06
C 0.2580 -4.0662 -0.3279 -0.62
C -2.2032 -2.1885 1.1340 -0.45
C 1.1253 -1.7779 -1.6702 -0.25
C -2.0845 0.3221 -3.2133 -0.60
C 2.9865 1.8986 0.0389 -0.93
C 1.0871 0.1491 2.4160 -0.31
C -0.3067 -3.7233 -1.5112 -0.21
C 0.2502 3.5100 1.0217 -0.74
C -4.0883 0.7388 -0.0852 -0.72
C 2.4820 0.1856 1.7615 -1.08
C 2.1564 2.7018 -0.9651 -0.68
C 0.6071 2.5873 2.2081 -0.98
C 1.3933 -3.2985 0.0673 -0.27
H -1.1264 -2.1099 1.3137 -0.08
H 4.0048 1.8360 -0.3630 0.37
H -2.5404 1.3078 -3.1026 0.25
H -0.9963 0.4200 -3.1745 0.22
H 0.5977 -0.7811 2.1154 -0.18
H 0.8102 4.4449 1.0969 0.46
H -4.4168 0.8815 -1.1150 0.25
H -4.5142 -0.1926 0.2918 0.27
H 0.1397 3.0242 3.1032 0.47
H -4.4282 1.5721 0.5259 0.22
H 2.1982 2.2254 -1.9459 0.27
H 1.6789 2.6198 2.3967 0.30
H 1.9544 -3.6073 0.9469 0.39
H -0.2238 -2.4132 -3.0911 0.27
H -0.0825 -4.9195 0.2353 0.47
H 3.1452 0.8500 2.3276 0.45
H -1.1243 -4.2641 -1.9670 0.38
H -0.7533 1.0342 2.1318 0.21
H -0.8068 3.7784 1.0842 0.40
H -2.5171 -3.2214 1.2679 0.29
H -2.7331 -1.5516 1.8473 0.24
H 2.9168 -0.1364 -0.2202 0.45
H 3.0681 2.4739 0.9620 0.33
H -2.3845 -0.1091 -4.1661 0.24
H 2.9055 -0.8160 1.8590 0.48
H 2.5976 3.6975 -1.0573 0.54
H 1.2327 0.1030 3.5094 0.42
```

---

Entry 3:
A cluster of 3 separate species, C13H27NO11S2 in total, computed with ωB97M-V/def2-TZVPD.

The max |F| comes out at 0.4 eV Å⁻¹. The calculation puts the HOMO-LUMO gap at 10.00 eV. Its molar mass is 437.49 g mol⁻¹.

The geometry in XYZ format:
```
54
Properties=species:S:1:pos:R:3:mulliken_charge:R:1
S -8.3970 0.8040 2.0736 1.22
S 8.0728 3.0944 -0.9799 1.21
O -2.5576 -0.3767 -0.6258 -0.32
O -0.7577 -1.3698 0.2202 -0.46
O -8.4441 2.0119 1.3094 -0.61
O 7.0205 4.0476 -0.8080 -0.60
O -8.8049 -0.4233 1.4566 -0.65
O 9.1376 3.0523 -0.0233 -0.64
O -1.7670 0.2799 1.3649 -0.52
O 7.4669 1.6389 -1.1369 -0.26
O -6.9544 0.6075 2.6967 -0.28
O 2.8543 -0.0440 -0.4975 -0.42
O 2.3725 -1.7661 0.8439 -0.48
N -0.3459 -3.9610 0.1856 -0.41
C 8.7271 3.2449 -2.6050 -0.93
C -0.9228 -3.4550 -1.0396 -1.22
C -9.2666 1.0403 3.5831 -0.93
C -1.6887 -0.4100 0.4052 0.64
C 5.8527 1.4281 0.7228 -0.89
C 7.1219 0.9210 0.0790 -0.42
C -5.3814 1.0319 0.8360 -0.55
C 2.3033 -1.2905 -0.2387 0.24
C -2.1225 -1.2596 -1.6610 -0.66
C 0.3681 -1.4158 -1.8939 -1.49
C -0.8405 -1.9159 -1.1128 1.63
C -5.9271 0.0423 1.8378 -0.44
C 1.7304 -1.9765 -1.4604 -0.39
H 5.5887 0.7727 1.5531 0.41
H -5.1547 -0.2713 2.5370 0.27
H -9.2101 0.1275 4.1688 0.31
H -8.8221 1.8799 4.1104 0.31
H 2.4269 -1.8254 -2.2849 0.42
H 7.9741 0.9662 0.7578 0.34
H -4.5489 0.5694 0.3073 0.04
H 0.2036 -1.6259 -2.9518 0.45
H 5.0301 1.4231 0.0099 0.18
H 7.0086 -0.1074 -0.2574 0.26
H 0.3782 -0.3241 -1.7922 0.53
H -5.0175 1.9263 1.3405 0.27
H -1.9396 -0.6708 -2.5599 0.29
H 9.1304 4.2523 -2.6811 0.37
H -2.9218 -1.9686 -1.8680 0.33
H -0.6815 -3.4841 1.0093 0.20
H -1.9619 -3.7582 -1.2242 0.39
H -6.3386 -0.8462 1.3570 0.36
H -0.3339 -3.8588 -1.8680 0.34
H -10.2964 1.2630 3.3125 0.37
H 1.6779 -3.0407 -1.2359 0.32
H 9.5106 2.5048 -2.7391 0.31
H -6.1381 1.3317 0.1122 0.37
H 7.9197 3.1041 -3.3183 0.31
H 5.9731 2.4409 1.1044 0.34
H -0.4740 -4.9573 0.2808 0.24
H 2.1676 0.5963 -0.7123 0.31
```

---

Entry 4:
A structure of composition C13H28AgBrO5, computed with ωB97M-V/def2-TZVPD.

The max |F| comes out at 1.9 eV Å⁻¹. The calculation puts the HOMO-LUMO gap (spin up / spin down) at 7.06 / 5.78 eV. The energy above the lowest of the compared OMol25 structures with the same formula, charge and spin comes out at 0.0 kJ/mol. As for the spin multiplicity: 2. As for the charge: -1. The expectation value of S² is 0.757. Its molar mass is 452.13 g mol⁻¹.

The geometry in XYZ format:
```
48
Properties=species:S:1:pos:R:3:lowdin_spin:R:1
Ag 21.2583 -4.1754 5.3587 0.43
Br 23.2802 -5.1352 7.1110 0.17
O 19.9163 -6.0451 6.2962 0.00
O 21.7326 -5.4990 3.6028 0.18
O 22.7932 -2.4050 4.1839 0.00
O 19.3583 -3.6083 4.1647 0.02
O 20.7235 -2.5823 6.7650 0.13
C 20.1958 -2.6246 2.2176 0.00
C 20.4883 -7.0916 2.2815 0.00
C 24.6041 -1.3404 5.2808 0.00
C 18.9852 -6.7730 6.0830 0.00
C 23.4597 -1.4155 4.2987 0.00
C 21.6764 -6.7704 3.1710 0.02
C 18.9280 -8.1558 6.6606 0.00
C 20.3022 -0.3880 7.5520 0.01
C 19.8685 -1.5409 6.6479 0.01
C 17.9458 -1.9074 3.3416 0.00
C 19.1804 -2.7860 3.3017 0.01
C 17.8645 -6.3163 5.1805 0.00
C 23.0356 -0.1188 3.6238 0.00
H 21.6639 -7.4604 4.0512 0.01
H 22.0370 0.1294 3.9929 0.00
H 19.5708 -6.7152 2.7460 0.00
H 17.8836 -1.2997 2.4357 0.00
H 20.8187 -3.5191 2.1667 0.00
H 17.0587 -7.0379 5.0296 0.00
H 23.6477 0.7277 3.9576 0.00
H 24.1370 -1.0788 6.2365 0.00
H 19.7343 0.5295 7.3553 0.00
H 21.3477 -0.1348 7.3534 0.00
H 17.4895 -5.3483 5.4984 0.00
H 20.8479 -1.7900 2.5020 0.00
H 17.9519 -8.4086 7.0809 0.00
H 17.0605 -2.5344 3.4084 0.00
H 23.0912 -0.1018 2.5374 0.00
H 19.7095 -8.3528 7.3900 0.00
H 19.7981 -2.3819 1.2305 0.00
H 20.5517 -6.5908 1.3099 0.00
H 22.6226 -7.1124 2.6921 0.00
H 18.3242 -6.2176 4.1914 0.00
H 25.2830 -0.5328 5.0121 0.00
H 18.0503 -1.2282 4.1874 0.00
H 19.0924 -8.8762 5.8465 0.00
H 25.0927 -2.3045 5.3836 0.00
H 20.2169 -0.7157 8.5883 0.00
H 18.8206 -1.8261 6.8928 0.00
H 19.8410 -1.1802 5.5868 0.00
H 20.3630 -8.1691 2.1325 0.00
```